# H18O9Xe

A structure of composition H18O9Xe in a non-equilibrium geometry (ωB97M-V/def2-TZVPD, the OMol25 dataset).

XYZ file:
```
28
Properties=species:S:1:pos:R:3
H 1.6538 -0.0251 -2.7576
O 1.8377 -0.2477 2.1923
H -3.0626 -1.9486 -3.2129
H -0.0602 -3.2537 -2.2716
H 3.2717 0.2019 -1.1923
H 2.7497 -0.1312 1.9260
H -1.6560 -1.2821 4.4587
O -3.9657 -2.0201 -2.9039
H -3.1208 1.5659 1.9301
H -1.7766 1.5247 2.6255
H -0.0093 -2.7884 -3.7113
H 0.5230 -0.8572 -3.3239
O 2.6586 0.8753 -1.4869
O -1.1167 -1.1434 3.6801
H -3.9153 -2.6057 -2.1484
O 0.5481 -2.9735 -2.9555
H 0.7162 1.1900 2.4457
O -2.6577 1.1522 2.6586
H 1.3810 1.9879 -0.6761
H 0.3608 3.1015 -0.5716
O 1.0060 2.6154 -0.0581
O 1.0346 -0.0647 -3.4864
H -1.6516 -0.5871 3.1137
H 0.5394 2.6311 2.0170
H 1.8709 -0.2963 3.1477
O 0.5024 2.0596 2.7839
Xe -0.8778 -0.2745 -0.4372
H 3.2163 1.5936 -1.7856
```

The calculation puts the calculated total energy at -27682.08386 eV. The energy relative to the best compared isomer or geometry (same formula, charge and spin) is 74.9 kJ/mol. As for the LUMO energy: -0.09 eV. The spin multiplicity is 1.

These are the natural (NBO) partial charges, in e, on atoms 1 to 6:
1. H 0.48
2. O -0.94
3. H 0.46
4. H 0.47
5. H 0.49
6. H 0.47